{
  "formula": "C12H7BN2",
  "method": "ωB97M-V with the def2-TZVPD basis set",
  "lumo_energy_ev": [-2.099, -2.091],
  "e_tot_ev": -16208.7069,
  "gap_ev": [6.77, 6.78],
  "elements": ["B", "C", "C", "C", "C", "C", "C", "C", "C", "C", "C", "C", "C", "N", "N", "H", "H", "H", "H", "H", "H", "H"],
  "coordinates": [[-2.744808, 1.224729, -0.671464], [-3.479737, 0.495981, -1.710902], [-3.005931, 2.381787, 0.242883], [0.931482, -2.232905, 1.776904], [-0.432875, -1.892439, 1.779870], [2.091499, 1.283423, -1.402706], [0.649829, 1.473710, -1.595414], [1.943117, -1.509693, 1.144314], [-0.793939, -0.831668, 0.947844], [2.531745, 0.336320, -0.532063], [-0.109049, 0.782364, -0.771078], [1.574206, -0.391115, 0.321116], [0.166992, -0.118301, 0.263187], [-3.863364, -0.044980, -2.629205], [-3.382934, 3.130233, 1.057971], [1.216222, -3.231594, 2.269289], [-1.027779, -2.541857, 2.265911], [2.859493, 1.776056, -1.911701], [0.101506, 2.158666, -2.208852], [3.036663, -1.831750, 1.080776], [-1.814718, -0.439449, 0.600320], [3.552379, 0.022481, -0.316999]],
  "forces_ev_per_angstrom": [[3.822, 0.415, 0.261], [0.565, 0.976, 1.621], [-1.435, 0.613, 1.209], [1.758, -1.544, 0.755], [2.348, 2.663, -2.811], [-0.964, -1.085, 0.470], [1.358, 0.220, 0.472], [0.343, 0.197, -0.946], [-1.534, -0.213, 0.417], [-1.711, -1.067, 1.783], [-4.230, 0.196, 1.125], [0.233, -0.728, 0.290], [2.004, 0.277, -1.350], [-1.141, -1.382, -2.199], [0.895, -0.935, -1.214], [-0.384, 1.772, -0.558], [-2.475, -1.674, 1.483], [0.567, 1.079, -1.179], [0.667, 0.472, -0.720], [-1.735, 0.246, 0.475], [1.017, -1.104, 1.175], [0.033, 0.604, -0.558]]
}